Record 1
A structure of composition C42H63N3OP2S3Ti, computed with ωB97M-V/def2-TZVPD.

Each line ends with the Mulliken charge.
Positions of all 115 atoms, in Å:
Ti 0.1261 0.0530 -0.7538  0.7596
C 0.6872 3.1401 3.5341  -0.5225
C -0.8079 3.4273 3.7514  -1.5950
S -1.9751 2.5299 2.6914  0.5980
C -3.0590 1.7123 3.8972  -1.4972
C -2.9915 0.1813 3.9912  -0.7660
S -1.3638 -0.5876 3.8466  0.4361
C -0.4176 0.3138 5.0988  -1.0572
C 1.0062 0.6363 4.6454  -1.0311
S 1.1972 1.4795 3.0536  0.2809
H 1.2284 3.4057 4.4451  0.7542
H 1.0729 3.7840 2.7505  -0.1293
H -0.9673 4.4932 3.5838  0.6473
H -1.0897 3.2382 4.7856  0.5524
H -4.0858 1.9801 3.6427  0.5243
H -2.8719 2.1651 4.8704  0.5313
H -3.5756 -0.2701 3.1865  0.2826
H -3.4652 -0.1219 4.9266  0.6195
H -0.3680 -0.2733 6.0172  0.6644
H -0.9542 1.2277 5.3407  0.2102
H 1.5925 -0.2786 4.5834  0.1291
H 1.4870 1.2544 5.4073  0.7354
C -2.5355 1.3802 -4.1041  -1.5258
C -1.8541 2.4144 -3.2087  0.3065
C -0.5639 2.9218 -3.8419  -1.5041
P -1.6466 1.8492 -1.4546  1.4962
C -3.3976 1.7852 -0.8502  0.9945
C -4.0051 3.0762 -0.3007  -1.9243
C -3.6112 0.5952 0.0871  -1.3126
C -0.6126 3.1262 -0.6898  0.4840
C -1.0024 4.3559 -0.1560  -1.2143
C -0.0692 5.2006 0.4169  -0.7818
C 1.2621 4.8058 0.5077  -1.1913
C 1.6658 3.5857 -0.0025  0.5309
C 0.7444 2.7687 -0.6609  -0.6186
N 1.1815 1.5833 -1.3419  1.8874
C 2.2820 1.7113 -2.2243  -0.0567
C 2.7834 2.9337 -2.6799  -0.5956
C 3.9013 2.9630 -3.4974  -1.0046
C 4.5497 1.7951 -3.8757  -1.1552
C 4.0318 0.5805 -3.4668  -0.7995
C 2.8866 0.5323 -2.6742  -0.3751
P 2.0360 -0.9664 -2.1942  1.5553
C 1.5389 -1.7973 -3.7640  0.2505
C 2.6791 -2.4435 -4.5509  -1.6926
C 0.7789 -0.7927 -4.6291  -1.2563
C 3.3022 -2.0152 -1.3857  0.4443
C 3.9232 -1.2651 -0.2062  -1.4281
C 2.7499 -3.3835 -0.9958  -1.1628
H -2.8138 1.8551 -5.0458  0.5288
H -3.4440 0.9546 -3.6766  0.2931
H -1.8591 0.5589 -4.3458  0.2374
H -2.5344 3.2669 -3.0830  0.6425
H 0.1688 2.1232 -3.9662  0.1213
H -0.1045 3.7188 -3.2582  0.1822
H -0.7864 3.3216 -4.8325  0.6238
H -3.9268 1.5753 -1.7836  0.4404
H -3.5230 3.4020 0.6188  0.3574
H -5.0574 2.8913 -0.0771  0.5188
H -3.9732 3.8861 -1.0322  0.4051
H -4.6216 0.6285 0.5013  0.6238
H -3.4968 -0.3548 -0.4359  0.2868
H -2.9046 0.6087 0.9223  -0.1231
H -2.0345 4.6662 -0.1990  0.4146
H -0.3789 6.1643 0.8000  0.4523
H 1.9890 5.4557 0.9791  0.4973
H 2.7015 3.2779 0.0596  0.5581
H 2.3136 3.8639 -2.3969  0.5244
H 4.2767 3.9207 -3.8353  0.4612
H 5.4377 1.8339 -4.4918  0.4975
H 4.5232 -0.3366 -3.7662  0.4842
H 0.8568 -2.5925 -3.4519  0.5290
H 3.3780 -1.6971 -4.9271  0.3409
H 2.2628 -2.9575 -5.4189  0.4969
H 3.2332 -3.1832 -3.9727  0.3651
H 1.4754 -0.1328 -5.1486  0.3365
H 0.1118 -0.1682 -4.0339  -0.3666
H 0.1776 -1.3099 -5.3780  0.5323
H 4.0696 -2.1528 -2.1540  0.8834
H 3.1555 -0.8325 0.4404  0.0283
H 4.5673 -0.4537 -0.5427  0.2773
H 4.5244 -1.9490 0.3958  0.5124
H 2.2674 -3.8942 -1.8318  0.3381
H 2.0260 -3.2923 -0.1827  -0.2756
H 3.5620 -4.0216 -0.6439  0.6265
C -1.1086 -1.2358 -1.8367  -0.1036
H -1.7719 -1.4810 -0.9950  -0.9862
H -0.6385 -2.1545 -2.1780  0.2661
H -1.6947 -0.8107 -2.6462  0.6345
C -0.4334 -4.7995 3.5082  -0.9107
N 0.2920 -3.6705 2.9452  -0.3108
N -0.1383 -3.0094 1.8295  2.1491
C 0.6882 -1.9636 1.6104  -0.2268
O 0.4827 -1.1692 0.6123  -1.4323
C 1.6699 -1.9743 2.5959  -0.9360
C 1.3775 -3.0493 3.4207  0.3875
C 2.0731 -3.5186 4.6489  -2.0118
C -1.2489 -3.4391 1.0315  -1.3917
C -1.0166 -4.2937 -0.0354  0.0006
C -2.0919 -4.7056 -0.8088  -0.7466
C -3.3732 -4.2631 -0.5083  -0.6254
C -3.5913 -3.4160 0.5702  -0.5733
C -2.5246 -2.9990 1.3531  0.0241
H -0.9644 -5.3132 2.7124  0.3745
H -1.1417 -4.4582 4.2626  0.2849
H 0.2866 -5.4820 3.9500  0.3903
H 2.4856 -1.2792 2.6954  0.9971
H 2.8810 -2.8351 4.8986  0.4163
H 2.5024 -4.5109 4.5008  0.4692
H 1.3864 -3.5671 5.4953  0.3878
H -0.0092 -4.6302 -0.2521  0.5337
H -1.9306 -5.3762 -1.6428  0.4725
H -4.2095 -4.5908 -1.1124  0.4469
H -4.5949 -3.0881 0.8082  0.4607
H -2.6657 -2.3523 2.2097  0.4294

**HOMO level**: -12.46 eV
**Energy above the lowest of the compared OMol25 structures with the same formula, charge and spin**: 0.0 kJ/mol
**Multiplicity**: 1
**Total charge**: +2
**Max |F|**: 0.689 eV Å⁻¹
**Frontier orbital gap**: 7.30 eV

=====

Record 2
A cluster of 13 separate species, C42H65F6N3O16P in total at a distorted geometry, computed with ωB97M-V/def2-TZVPD.

Each line ends with the Mulliken charge.
Positions of all 133 atoms, in Å:
P -0.4328 -0.0684 -0.3950  1.8193
F 0.4630 1.1253 0.2560  -0.4604
F -1.5721 0.9625 -0.8195  -0.2043
F 0.3541 0.0896 -1.8010  -0.0764
F -1.2758 -1.2884 -1.0413  -0.6640
F 0.7166 -1.1258 0.0705  -0.5556
F -1.1292 -0.2872 1.0553  0.1624
O 3.6723 -0.5392 5.8267  -0.6473
C 3.0255 -0.1952 4.8807  0.4031
O 2.8652 -0.9704 3.7852  -0.4293
C 2.1279 -0.2334 2.7888  0.9518
C 1.2981 0.8061 3.5433  1.5590
C 2.2346 1.1032 4.7154  -0.5843
H 1.5353 -0.8942 2.1650  -0.5838
H 2.8890 0.2235 2.1456  -0.2993
H 0.3847 0.3673 3.9387  0.0991
H 1.1941 1.6681 2.8960  -1.2217
H 1.7778 1.2495 5.6938  0.3801
H 2.9421 1.9139 4.5419  0.2390
O 2.4860 3.8551 3.0115  -0.5321
C 1.4982 4.4368 2.6681  0.3338
O 1.2997 5.7159 3.0641  -0.4304
C 0.0873 6.2531 2.5318  -0.5422
C -0.3102 5.3309 1.3785  -0.3909
C 0.3932 4.0108 1.7042  1.2165
H 0.2478 7.2826 2.2208  0.3576
H -0.6457 6.2531 3.3421  0.2457
H 0.0437 5.7280 0.4323  0.1298
H -1.3974 5.2491 1.3608  0.2032
H 0.9046 3.6035 0.8317  -0.7004
H -0.2772 3.2358 2.0671  0.1080
O 1.6124 -6.3940 0.3349  -0.6006
C 0.6370 -5.7780 0.6471  0.3666
O 0.7109 -4.5069 1.1003  -0.0974
C -0.5871 -4.0037 1.4738  0.9126
C -1.5841 -4.9212 0.7532  -0.7173
C -0.8146 -6.2443 0.6333  -0.6332
H -0.6470 -2.9842 1.0986  -0.7125
H -0.6823 -4.0217 2.5586  -0.0409
H -1.7792 -4.5185 -0.2411  0.3061
H -2.5089 -4.9766 1.3232  0.5446
H -0.9663 -6.7088 -0.3384  0.3128
H -1.0274 -6.9065 1.4680  0.3537
O -5.6818 -2.6902 3.0100  -0.5856
C -5.4886 -2.2705 1.9118  0.3676
O -6.3139 -1.3388 1.3557  -0.4054
C -5.8674 -0.9030 0.0875  -0.6185
C -4.5338 -1.6415 -0.2168  0.6457
C -4.3916 -2.6417 0.9273  0.5843
H -5.7675 0.1801 0.0384  0.3207
H -6.6168 -1.1857 -0.6582  0.2506
H -3.7233 -0.9167 -0.1686  -0.9393
H -4.5854 -2.0786 -1.2091  0.6256
H -3.4273 -2.5320 1.4195  -0.6644
H -4.5513 -3.6647 0.5923  0.3591
O 6.0521 -4.1659 -1.7976  -0.6550
C 5.0803 -3.6219 -1.3569  0.2130
O 4.6184 -2.4562 -1.8645  -0.4383
C 3.5797 -1.9066 -1.0483  2.8355
C 3.5922 -2.7208 0.2620  0.2018
C 4.1833 -4.0445 -0.2163  -0.0891
H 2.6034 -1.9441 -1.5259  -0.9067
H 3.8064 -0.8567 -0.8596  -1.3902
H 2.5702 -2.8612 0.6071  -0.4530
H 4.1539 -2.2089 1.0432  0.3097
H 3.3804 -4.6578 -0.6278  -0.0750
H 4.7136 -4.6056 0.5464  0.4440
O 4.0108 1.4378 -3.0782  -0.5876
C 4.3950 1.4638 -1.9473  0.2158
O 5.5950 0.9787 -1.5776  -0.3988
C 5.8074 1.1559 -0.1615  -0.3944
C 4.7951 2.2247 0.2673  -0.5565
C 3.6736 2.0592 -0.7536  0.9530
H 6.8413 1.4471 -0.0131  0.4082
H 5.5827 0.1994 0.3147  0.1184
H 5.2551 3.2135 0.2053  0.3596
H 4.5105 2.1129 1.3140  0.2313
H 3.2545 3.0256 -1.0350  0.3997
H 2.8220 1.4811 -0.3921  -0.7249
O -1.2222 2.8815 -7.4808  -0.5973
C -1.1688 2.2588 -6.4644  0.2183
O -0.4106 1.1309 -6.3615  -0.4280
C -0.3616 0.6934 -4.9981  0.4622
C -1.6449 1.2522 -4.3808  0.2548
C -1.9123 2.5296 -5.1565  -0.1474
H 0.5203 1.1192 -4.5221  -0.2112
H -0.3666 -0.3820 -4.8380  0.1725
H -1.5914 1.2945 -3.2912  -0.5900
H -2.4411 0.5066 -4.5030  0.4812
H -1.4363 3.3671 -4.6409  0.0334
H -2.9676 2.6716 -5.3633  0.3888
C -3.6161 3.6085 -1.9143  -0.4115
O -4.8395 3.0531 -1.4131  -0.5464
H -3.2898 4.3691 -1.2148  0.1818
H -2.8225 2.8592 -2.0154  0.0149
H -3.7885 3.9768 -2.9294  0.4635
H -5.1523 2.4305 -2.0744  0.2885
C -3.7365 1.8286 1.6296  -0.0256
O -3.4666 0.5700 2.2263  -0.5430
H -4.1498 1.7123 0.6246  0.0683
H -4.4758 2.3392 2.2412  0.4035
H -2.8227 2.4277 1.5687  -0.3171
H -2.8183 0.0694 1.7203  0.0611
N -3.0388 -1.2664 4.3988  0.3478
C -3.4733 -1.8040 5.5791  -0.7741
C -2.4994 -2.6435 6.0420  -0.6747
C -1.4178 -2.5897 5.1164  -1.2035
C -1.7835 -1.7258 4.1241  0.0444
H -3.5122 -0.5469 3.8712  0.2158
H -4.4095 -1.4840 6.0029  0.4673
H -2.5798 -3.2054 6.9581  0.4380
H -0.4783 -3.1025 5.2412  0.5599
H -1.2682 -1.4085 3.2314  0.6172
N 0.5739 -2.8306 -2.9129  0.2554
C 0.6800 -4.1171 -2.4681  -0.2551
C 1.7101 -4.7162 -3.1477  -0.5836
C 2.2526 -3.7468 -4.0336  -0.7700
C 1.5414 -2.5910 -3.8552  -0.3889
H -0.0456 -2.1054 -2.5922  0.0849
H -0.0001 -4.4821 -1.7189  0.3051
H 2.0065 -5.7411 -2.9938  0.4200
H 3.0828 -3.9067 -4.7003  0.4302
H 1.5986 -1.5947 -4.2596  0.3261
N 0.2910 3.3531 -2.0055  1.4000
C 1.2873 3.0999 -2.9047  -0.6059
C 1.5723 4.2494 -3.5826  -1.2978
C 0.6839 5.2535 -3.0796  -1.0962
C -0.0669 4.6785 -2.0953  -0.6391
H -0.0969 2.6549 -1.3956  -0.4215
H 1.6990 2.1079 -2.9793  0.8289
H 2.1688 4.3461 -4.4738  0.4838
H 0.6533 6.2733 -3.4261  0.4663
H -0.8417 5.0604 -1.4540  0.5027

**HOMO level**: -6.32 eV
**Multiplicity**: 1
**Total charge**: -1
**Max |F|**: 2.288 eV Å⁻¹
**Frontier orbital gap**: 8.02 eV

=====

Record 3
A cluster of 5 separate species, C42H66N9O4 in total at a distorted geometry, computed with ωB97M-V/def2-TZVPD.

Each line ends with the Mulliken charge.
Positions of all 121 atoms, in Å:
C -5.6594 0.1399 0.0477  -0.4041
C -5.5408 0.6936 1.5437  -0.7089
N -4.2985 1.4466 1.8709  -0.6769
N -3.4245 1.6242 0.8226  0.8136
C -3.6271 2.8898 0.0096  -1.1395
C -2.5986 4.0624 0.4341  0.4980
C -1.5410 4.4373 -0.6694  0.1990
C -0.4505 5.5106 -0.4116  -0.7316
C -0.4310 6.2076 0.9764  -0.6139
C -1.4800 5.8459 2.0499  -0.7534
C -2.5904 4.7612 1.8142  0.5775
C -3.6506 4.3670 2.9648  -0.7280
C -2.3850 0.8375 0.4950  0.0313
N -1.5660 1.2421 -0.6276  0.0032
C -0.5697 0.1953 -0.6172  0.0508
C 0.5858 0.2822 -1.6993  -0.2005
C 0.9879 1.8046 -2.0817  -0.5328
C 0.1394 2.2752 -3.3758  -0.4170
C 0.4389 3.7922 -3.8073  -0.4616
C -0.8048 4.5008 -4.5496  -0.3754
O -1.2713 3.6942 -5.6764  -0.3626
C -2.7369 3.8068 -5.7285  -0.5671
N -0.8415 -0.7164 0.4500  0.1896
C 0.1283 -1.8311 0.6239  -0.8825
C 1.1981 -1.3383 1.7637  0.4265
C 1.3263 -2.3551 2.9972  -1.1060
C 2.6377 -0.9472 1.1123  -0.6834
N -1.9815 -0.3903 1.1659  0.3748
C -2.5404 -1.1379 2.3177  -0.4697
O -2.4579 -2.5739 2.2153  -0.2940
C -3.0988 -3.0746 1.0213  0.5338
O -4.0807 -4.0827 1.3186  -0.4191
C -3.9104 -5.2701 0.5010  -0.2365
C -4.0766 -5.0230 -1.0807  0.0453
O -2.8037 -5.3631 -1.7242  -0.5382
H -5.3478 0.8682 -0.7694  0.1301
H -5.1423 -0.8755 -0.0484  -0.1038
H -6.7829 -0.0714 -0.1297  0.4042
H -6.4410 1.3963 1.7114  0.3323
H -5.6667 -0.1458 2.3267  0.4136
H -3.8543 1.1846 2.7538  0.4115
H -3.6583 2.6973 -1.1112  0.4903
H -4.6713 3.3029 0.2864  0.4737
H -1.5666 3.8774 -1.6743  -0.2500
H 0.3271 5.7540 -1.2017  0.3310
H 0.3924 6.9717 1.1587  0.3340
H -1.4359 6.3454 3.0692  0.2789
H -3.3604 3.3229 3.3407  0.1006
H -3.4770 5.0895 3.8341  0.4078
H -4.7032 4.4220 2.5333  0.2320
H 0.2823 -0.2628 -2.6736  0.3337
H 1.5453 -0.2237 -1.3274  -0.1452
H 0.8347 2.4679 -1.1660  0.2690
H 2.0959 1.8455 -2.4116  0.4538
H 0.3955 1.6157 -4.2773  0.4425
H -0.9690 2.2069 -3.0751  -0.0623
H 1.4031 3.9085 -4.4269  0.4823
H 0.6201 4.3894 -2.8410  -0.0278
H -1.6753 4.6122 -3.8167  0.2877
H -0.4648 5.5474 -4.8799  0.2972
H -3.1454 3.1277 -4.9048  0.2057
H -3.0841 4.8946 -5.5654  0.2790
H -3.0633 3.4069 -6.7549  0.2417
H -0.3277 -2.8388 0.8924  0.1917
H 0.7809 -2.0252 -0.3096  0.6036
H 0.7992 -0.3444 2.2038  0.0849
H 1.5513 -3.4350 2.7053  0.3322
H 2.1526 -1.9285 3.6854  0.2569
H 0.3547 -2.2488 3.6139  0.2662
H 2.9904 -1.6905 0.3232  0.2613
H 2.5277 0.1068 0.6606  0.2156
H 3.3832 -0.8685 1.9890  0.0516
H -1.9045 -0.8539 3.2421  0.1994
H -3.6173 -0.8909 2.5892  0.1916
H -2.2788 -3.5234 0.3433  -0.1459
H -3.6060 -2.2545 0.4104  -0.1479
H -4.7614 -5.9918 0.8055  0.3388
H -2.9349 -5.8171 0.7630  0.2695
H -4.2631 -3.9138 -1.3456  0.1514
H -4.9056 -5.6776 -1.5413  0.0675
H -2.1684 -4.6327 -1.5576  0.2757
N 4.4276 -0.2503 -2.9089  0.0089
C 4.9578 -1.5085 -3.0234  -0.4851
C 5.0067 -1.8274 -4.3585  -0.4465
C 4.4927 -0.7191 -5.0770  -0.5357
C 4.1461 0.2398 -4.1574  -0.4165
H 4.2703 0.2384 -2.0426  0.2407
H 5.2522 -2.0667 -2.1474  0.3940
H 5.3732 -2.7550 -4.7724  0.4139
H 4.3888 -0.6326 -6.1485  0.4237
H 3.7236 1.2256 -4.2827  0.4440
N 6.1125 -0.1263 3.5454  0.0696
C 5.4178 -0.7353 4.5577  -0.5672
C 6.2117 -1.7267 5.0801  -0.4096
C 7.4327 -1.7124 4.3611  -0.3101
C 7.3439 -0.7130 3.4227  -0.7551
H 5.7715 0.6344 2.9805  0.2101
H 4.4207 -0.4119 4.8167  0.4696
H 5.9440 -2.3881 5.8908  0.4177
H 8.2829 -2.3610 4.5135  0.4313
H 8.0482 -0.3704 2.6795  0.4429
N 10.1556 1.2666 5.0156  0.0417
C 11.4684 0.8783 5.0376  -0.4540
C 12.2357 1.9561 4.6685  -0.4270
C 11.3538 3.0365 4.4200  -0.4399
C 10.0771 2.5826 4.6449  -0.4041
H 9.3695 0.6762 5.2382  0.2043
H 11.7425 -0.1291 5.3119  0.3590
H 13.3126 1.9660 4.5876  0.3827
H 11.6230 4.0359 4.1115  0.3797
H 9.1221 3.0807 4.5723  0.3576
N -7.1120 -6.1136 -3.7195  0.0198
C -7.8248 -5.6825 -2.6315  -0.3705
C -9.0436 -6.3150 -2.6457  -0.5075
C -9.0654 -7.1633 -3.7804  -0.3867
C -7.8596 -7.0204 -4.4221  -0.4989
H -6.1829 -5.8116 -3.9641  0.2099
H -7.4045 -4.9636 -1.9441  0.3939
H -9.8318 -6.1829 -1.9193  0.3930
H -9.8737 -7.8077 -4.0927  0.3877
H -7.4707 -7.4835 -5.3162  0.3701

**HOMO level**: -9.32 eV
**Energy above the lowest of the compared OMol25 structures with the same formula, charge and spin**: 0.0 kJ/mol
**Multiplicity**: 1
**Total charge**: +1
**Max |F|**: 6.362 eV Å⁻¹
**Frontier orbital gap**: 6.57 eV

=====

- Number 1 is which compound?
  C42H63N3OP2S3Ti

=====

- Among the records above, which one has the lowest max |F|?
  C42H63N3OP2S3Ti

=====

- What is the multiplicity in the second record?
  1

=====

- frontier orbital gap of number 2 (C42H65F6N3O16P)?
  8.02 eV